## A
{
  "formula": "C3H12N2O2",
  "method": "ωB97M-V/def2-TZVPD",
  "symbols": ["H", "N", "C", "N", "C", "C", "H", "H", "H", "H", "H", "H", "H", "O", "H", "H", "O", "H", "H"],
  "xyz": [[-1.074, -1.443, 2.431], [-0.785, -0.770, 1.731], [0.400, -0.815, 1.304], [0.926, 0.129, 0.484], [1.746, -0.163, -0.718], [1.076, 0.249, -2.001], [1.017, -1.686, 1.526], [0.367, 0.952, 0.291], [2.081, -1.196, -0.728], [2.672, 0.402, -0.564], [1.853, 0.250, -2.766], [0.668, 1.267, -1.998], [0.256, -0.368, -2.365], [-1.756, 1.879, 2.245], [-1.569, 0.912, 2.131], [-1.144, 2.235, 1.591], [-2.435, -0.967, -0.913], [-1.485, -0.769, -0.943], [-2.814, -0.098, -0.738]],
  "mulliken_charge": [0.194, -0.517, -0.021, -0.132, -0.413, -1.142, 0.330, 0.111, 0.348, 0.292, 0.349, 0.338, 0.324, -0.688, 0.366, 0.304, -0.630, 0.256, 0.332],
  "e_homo_ev": -9.6,
  "orbital_gap_ev": 10.249,
  "smiles": "[H]/N=C/NCC.O.O"
}

---

## B
{
  "formula": "C3H12N2O2",
  "method": "ωB97M-V/def2-TZVPD",
  "symbols": ["N", "C", "C", "N", "C", "O", "H", "H", "H", "H", "H", "H", "H", "H", "H", "H", "O", "H", "H"],
  "xyz": [[-2.286, -1.461, -1.062], [-1.681, -0.706, 0.028], [-0.899, 0.548, -0.409], [0.517, 0.408, -0.615], [0.929, -0.755, -1.340], [2.294, -0.737, -1.630], [-2.007, -1.072, -1.944], [-1.951, -2.410, -1.048], [-2.422, -0.401, 0.775], [-0.994, -1.334, 0.613], [-1.034, 1.284, 0.388], [-1.356, 0.856, -1.359], [1.133, 0.562, 0.177], [0.346, -0.830, -2.269], [0.663, -1.689, -0.805], [2.657, 0.124, -1.399], [1.973, 2.195, 3.812], [2.732, 2.764, 3.669], [1.387, 2.654, 4.417]],
  "mulliken_charge": [-0.622, -0.417, -0.736, -0.341, -0.064, -0.532, 0.251, 0.287, 0.303, 0.271, 0.368, 0.331, 0.266, 0.171, 0.151, 0.311, -0.635, 0.319, 0.318],
  "e_homo_ev": -8.7,
  "orbital_gap_ev": 9.424,
  "smiles": "NCCNCO.O"
}

---

## C
{
  "formula": "C3H12N2O2",
  "method": "ωB97M-V/def2-TZVPD",
  "symbols": ["N", "C", "C", "N", "C", "O", "H", "H", "H", "H", "H", "H", "H", "H", "H", "H", "O", "H", "H"],
  "xyz": [[0.668, -1.758, 1.490], [1.567, -1.117, 0.474], [0.929, -1.053, -0.935], [-0.108, -0.063, -0.809], [-0.802, 0.853, -1.701], [-1.945, 1.367, -1.102], [-0.240, -1.652, 1.046], [0.469, -1.056, 2.201], [2.520, -1.627, 0.596], [1.706, -0.063, 0.735], [1.813, -0.810, -1.515], [0.576, -2.072, -1.115], [-0.936, -0.574, -0.493], [-0.098, 1.568, -2.146], [-1.219, 0.316, -2.567], [-1.739, 1.754, -0.243], [-0.094, 1.262, 2.115], [-0.560, 1.957, 2.600], [0.058, 1.744, 1.291]],
  "mulliken_charge": [-0.763, -0.416, -0.705, -0.057, -0.530, -0.483, 0.291, 0.293, 0.407, 0.247, 0.350, 0.313, 0.169, 0.294, 0.312, 0.309, -0.593, 0.303, 0.261],
  "e_homo_ev": -9.0,
  "orbital_gap_ev": 9.436,
  "smiles": "NCCNCO.O"
}

---

It is C that is the least stable of them.

---

## A
{
  "formula": "C3H12N2O2",
  "method": "ωB97M-V/def2-TZVPD",
  "symbols": ["N", "C", "N", "C", "C", "O", "H", "H", "H", "H", "H", "H", "H", "H", "H", "H", "O", "H", "H"],
  "xyz": [[2.600, -1.336, -0.786], [1.521, -1.553, 0.267], [0.131, -1.644, -0.352], [-0.689, -0.507, -0.490], [-1.121, 0.419, 0.596], [-0.962, -0.366, 1.889], [3.391, -1.114, -0.280], [2.377, -0.469, -1.234], [1.524, -0.658, 0.937], [1.831, -2.487, 0.800], [0.073, -2.533, -0.926], [-1.564, -0.810, -0.985], [-0.148, 0.150, -1.278], [-2.136, 0.696, 0.275], [-0.451, 1.340, 0.723], [-1.747, -0.565, 2.391], [-1.377, 4.079, -0.954], [-0.738, 4.146, -1.737], [-1.094, 3.311, -0.433]],
  "mulliken_charge": [-0.623, -0.471, -0.273, -0.511, -0.219, -0.547, 0.242, 0.211, 0.272, 0.319, 0.261, 0.504, 0.166, 0.326, 0.071, 0.277, -0.668, 0.327, 0.336],
  "e_homo_ev": -8.4,
  "orbital_gap_ev": 8.953,
  "smiles": "NCNCCO.O"
}

---

## B
{
  "formula": "C3H12N2O2",
  "method": "ωB97M-V/def2-TZVPD",
  "symbols": ["C", "C", "N", "C", "N", "H", "H", "H", "H", "H", "H", "H", "H", "O", "H", "H", "O", "H", "H"],
  "xyz": [[-1.710, -0.431, -1.666], [-0.582, -0.414, -0.548], [0.553, -1.261, -0.875], [1.595, -1.274, -0.109], [1.668, -1.547, 1.280], [-1.796, 0.685, -1.940], [-1.493, -0.821, -2.666], [-2.764, -0.628, -1.199], [-0.194, 0.592, -0.189], [-1.177, -0.967, 0.213], [2.580, -1.431, -0.652], [0.650, -1.241, 1.496], [2.317, -0.886, 1.641], [0.712, 7.476, 0.340], [1.130, 6.549, 0.332], [0.094, 7.384, 1.130], [-0.552, -3.584, 1.346], [-0.537, -3.676, 0.401], [-0.493, -4.522, 1.666]],
  "mulliken_charge": [-1.038, -0.144, -0.441, -0.188, -0.422, 0.232, 0.351, 0.261, 0.316, 0.186, 0.336, 0.306, 0.251, -0.655, 0.328, 0.328, -0.619, 0.319, 0.294],
  "e_homo_ev": -8.4,
  "orbital_gap_ev": 9.032,
  "smiles": "CC/N=C\\N.O.O"
}

---

It is B that is the least stable of them.

---

## A
{
  "formula": "C29H44N4O3S2SbSe4SiY",
  "method": "ωB97M-V/def2-TZVPD",
  "symbols": ["Y", "N", "C", "C", "C", "C", "C", "C", "S", "O", "O", "N", "C", "N", "C", "C", "C", "N", "H", "H", "H", "H", "H", "H", "H", "H", "H", "C", "S", "O", "C", "C", "C", "C", "C", "C", "H", "H", "H", "H", "H", "H", "H", "H", "C", "C", "C", "C", "Si", "C", "C", "C", "C", "C", "C", "C", "C", "H", "H", "H", "H", "H", "H", "H", "H", "H", "H", "H", "H", "H", "H", "H", "H", "H", "H", "H", "H", "H", "H", "H", "H", "H", "H", "H", "Se", "Sb", "Se", "Se", "Se"],
  "xyz": [[0.899, 0.096, -0.516], [5.801, -0.658, 3.228], [5.374, -0.721, 1.924], [4.741, -1.870, 1.434], [4.213, -1.893, 0.163], [4.344, -0.787, -0.673], [5.037, 0.338, -0.225], [5.558, 0.365, 1.049], [3.358, -0.633, -2.117], [4.077, -0.756, -3.351], [2.657, 0.671, -1.943], [2.108, -1.617, -1.897], [2.136, -2.945, -2.175], [3.299, -3.549, -2.490], [3.248, -4.836, -2.779], [2.075, -5.574, -2.754], [0.941, -4.868, -2.383], [0.945, -3.579, -2.091], [5.247, -1.251, 3.843], [5.771, 0.289, 3.606], [4.574, -2.703, 2.106], [3.662, -2.764, -0.162], [5.099, 1.219, -0.851], [6.025, 1.266, 1.427], [4.197, -5.303, -3.030], [2.048, -6.628, -2.991], [-0.023, -5.367, -2.313], [-0.188, -4.044, 1.281], [-1.235, -2.643, 0.887], [-0.233, -1.619, 0.427], [-1.722, -2.220, 2.541], [-3.058, -2.405, 2.874], [-3.464, -2.110, 4.165], [-2.539, -1.633, 5.087], [-1.210, -1.448, 4.735], [-0.789, -1.738, 3.443], [0.245, -4.387, 0.343], [-0.798, -4.816, 1.747], [0.584, -3.688, 1.965], [-3.769, -2.750, 2.131], [-4.503, -2.235, 4.446], [-2.862, -1.385, 6.091], [-0.485, -1.051, 5.434], [0.247, -1.572, 3.163], [-2.534, 1.082, 1.354], [-2.379, 2.316, 0.451], [-1.528, 3.301, 1.267], [-3.760, 2.950, 0.244], [-1.438, 1.775, -1.184], [-0.830, 3.390, -2.133], [-1.842, 4.539, -2.221], [-0.386, 3.048, -3.561], [0.430, 3.915, -1.425], [-2.708, 0.806, -2.350], [-3.472, -0.248, -1.539], [-3.739, 1.666, -3.089], [-1.908, 0.007, -3.392], [-3.045, 1.362, 2.285], [-1.555, 0.694, 1.647], [-3.107, 0.276, 0.891], [-1.991, 3.450, 2.250], [-1.445, 4.279, 0.790], [-0.525, 2.913, 1.460], [-4.171, 3.257, 1.215], [-4.476, 2.257, -0.203], [-3.718, 3.838, -0.390], [-2.761, 4.243, -2.731], [-1.408, 5.379, -2.783], [-2.115, 4.916, -1.236], [-1.219, 2.771, -4.208], [0.346, 2.235, -3.574], [0.098, 3.926, -4.011], [0.257, 4.199, -0.390], [0.810, 4.798, -1.958], [1.235, 3.173, -1.428], [-4.174, 0.190, -0.830], [-2.789, -0.893, -0.980], [-4.046, -0.891, -2.221], [-4.342, 2.263, -2.403], [-4.425, 1.024, -3.661], [-3.270, 2.349, -3.798], [-1.277, 0.631, -4.022], [-2.597, -0.543, -4.049], [-1.262, -0.735, -2.910], [0.199, 2.050, 5.048], [2.323, 1.243, 4.189], [1.845, 0.847, 1.668], [4.200, 2.796, 4.217], [2.867, -1.040, 4.906]],
  "mulliken_charge": [-1.310, -0.564, 0.291, -0.410, -0.164, 0.408, -0.676, -0.489, 1.487, -0.779, -0.623, -0.166, 0.249, -0.490, -0.268, -0.694, -0.192, -0.421, 0.199, 0.251, 0.222, 0.179, 0.344, 0.321, 0.406, 0.387, 0.420, -0.865, 0.248, 0.111, 0.610, -0.487, -0.549, -0.560, -0.687, -0.116, 0.189, 0.427, 0.309, 0.387, 0.359, 0.400, 0.395, 0.246, -1.655, 2.772, -2.061, -1.849, 0.592, 2.701, -1.877, -2.133, -1.686, 2.783, -2.115, -1.866, -1.939, 0.598, -0.017, 0.100, 0.538, 0.374, 0.211, 0.537, 0.294, 0.256, 0.260, 0.550, 0.296, 0.345, 0.217, 0.585, 0.308, 0.513, 0.176, 0.300, 0.160, 0.617, 0.264, 0.535, 0.295, 0.295, 0.528, 0.267, -0.688, 0.819, 0.093, -0.782, -0.844],
  "e_homo_ev": -1.8,
  "orbital_gap_ev": 5.237,
  "total_charge": -2
}

---

## B
{
  "formula": "C29H44N4O3S2SbSe4SiY",
  "method": "ωB97M-V/def2-TZVPD",
  "symbols": ["Y", "N", "C", "C", "C", "C", "C", "C", "S", "O", "O", "N", "C", "N", "C", "C", "C", "N", "H", "H", "H", "H", "H", "H", "H", "H", "H", "C", "S", "O", "C", "C", "C", "C", "C", "C", "H", "H", "H", "H", "H", "H", "H", "H", "C", "C", "C", "C", "Si", "C", "C", "C", "C", "C", "C", "C", "C", "H", "H", "H", "H", "H", "H", "H", "H", "H", "H", "H", "H", "H", "H", "H", "H", "H", "H", "H", "H", "H", "H", "H", "H", "H", "H", "H", "Se", "Sb", "Se", "Se", "Se"],
  "xyz": [[0.075, -0.648, -0.867], [3.382, -6.073, 3.245], [2.299, -5.334, 2.773], [2.273, -3.954, 2.968], [1.257, -3.191, 2.428], [0.244, -3.810, 1.708], [0.222, -5.192, 1.563], [1.241, -5.952, 2.105], [-0.942, -2.910, 0.800], [-0.448, -2.894, -0.604], [-2.247, -3.494, 0.945], [-0.894, -1.343, 1.181], [-1.110, -0.982, 2.474], [-1.451, -1.917, 3.371], [-1.618, -1.522, 4.620], [-1.492, -0.200, 5.012], [-1.166, 0.693, 4.000], [-0.974, 0.331, 2.746], [4.225, -5.510, 3.226], [3.533, -6.910, 2.700], [3.105, -3.451, 3.448], [1.311, -2.113, 2.521], [-0.575, -5.663, 1.004], [1.260, -7.023, 1.943], [-1.856, -2.301, 5.337], [-1.635, 0.116, 6.035], [-1.048, 1.752, 4.215], [1.579, 2.808, 2.055], [1.844, 1.233, 1.211], [0.656, 1.281, 0.231], [3.221, 1.866, 0.245], [3.065, 2.084, -1.110], [4.097, 2.677, -1.822], [5.277, 3.022, -1.183], [5.438, 2.752, 0.168], [4.409, 2.175, 0.895], [1.638, 3.621, 1.336], [2.344, 2.908, 2.822], [0.587, 2.753, 2.498], [2.152, 1.782, -1.606], [3.980, 2.845, -2.885], [6.088, 3.463, -1.746], [6.385, 2.942, 0.654], [4.550, 1.907, 1.933], [-3.728, 0.912, -1.506], [-2.687, 1.589, -2.401], [-1.958, 2.606, -1.510], [-3.447, 2.378, -3.471], [-1.416, 0.230, -3.099], [-2.496, -1.233, -3.878], [-1.558, -2.151, -4.674], [-3.644, -0.820, -4.804], [-3.113, -2.114, -2.782], [-0.353, 1.060, -4.541], [-1.046, 1.213, -5.897], [0.128, 2.452, -4.122], [0.909, 0.208, -4.748], [-4.262, 1.676, -0.925], [-3.284, 0.216, -0.787], [-4.470, 0.363, -2.086], [-2.677, 3.364, -1.172], [-1.145, 3.122, -2.014], [-1.541, 2.143, -0.611], [-4.179, 3.047, -2.994], [-3.989, 1.735, -4.163], [-2.777, 3.007, -4.061], [-1.237, -1.706, -5.617], [-2.077, -3.088, -4.912], [-0.662, -2.416, -4.105], [-3.338, -0.129, -5.590], [-4.457, -0.355, -4.243], [-4.062, -1.713, -5.290], [-2.359, -2.552, -2.124], [-3.642, -2.951, -3.257], [-3.834, -1.589, -2.160], [-1.973, 1.784, -5.825], [-1.278, 0.249, -6.350], [-0.383, 1.745, -6.593], [-0.682, 3.181, -4.088], [0.867, 2.814, -4.848], [0.613, 2.446, -3.142], [0.685, -0.791, -5.119], [1.487, 0.087, -3.825], [1.570, 0.693, -5.479], [4.377, -0.812, 2.761], [4.759, -1.823, 0.519], [2.258, -1.377, -0.344], [6.122, -0.625, -1.101], [4.897, -4.274, 0.525]],
  "mulliken_charge": [-1.289, -0.587, 0.707, -0.826, -0.202, 0.243, -0.698, -0.965, 1.763, -0.660, -0.792, 0.474, -0.138, -0.455, -0.253, -0.768, -0.093, -0.326, 0.330, 0.242, 0.342, 0.315, 0.405, 0.276, 0.405, 0.383, 0.334, -1.243, 0.723, 0.130, 0.098, -0.021, -0.394, -0.538, -0.698, -0.387, 0.394, 0.405, 0.234, 0.083, 0.408, 0.337, 0.342, 0.326, -2.099, 2.852, -1.951, -1.859, 0.098, 2.893, -2.231, -1.956, -1.999, 2.833, -1.923, -1.952, -1.801, 0.586, 0.228, 0.299, 0.528, 0.274, 0.243, 0.554, 0.252, 0.283, 0.345, 0.595, 0.302, 0.257, 0.279, 0.581, 0.376, 0.543, 0.281, 0.278, 0.295, 0.543, 0.285, 0.639, 0.062, 0.260, 0.295, 0.549, -0.798, 0.737, 0.148, -0.679, -0.693],
  "e_homo_ev": -1.8,
  "orbital_gap_ev": 5.792,
  "total_charge": -2
}

---

It is B that is the least stable of them.

---

## A
{
  "formula": "C3H4O2S",
  "method": "ωB97M-V/def2-TZVPD",
  "symbols": ["C", "C", "O", "C", "O", "S", "H", "H", "H", "H"],
  "xyz": [[0.903, 0.634, -1.150], [0.188, 0.264, 0.224], [0.783, 0.430, 1.288], [-1.051, -0.690, 0.217], [-1.449, -1.197, -0.782], [-1.748, -1.133, 1.837], [0.174, 1.106, -1.915], [1.388, -0.303, -1.578], [1.678, 1.328, -0.700], [-0.866, -0.439, 2.559]],
  "mulliken_charge": [-0.863, 0.605, -0.526, 0.426, -0.451, -0.204, 0.285, 0.248, 0.307, 0.174],
  "e_homo_ev": -10.0,
  "orbital_gap_ev": 9.400,
  "smiles": "CC(=O)C(=O)S"
}

---

## B
{
  "formula": "C3H4O2S",
  "method": "ωB97M-V/def2-TZVPD",
  "symbols": ["C", "C", "C", "O", "O", "S", "H", "H", "H", "H"],
  "xyz": [[-1.242, 0.212, -0.294], [0.710, 1.214, 0.400], [-1.478, -0.917, 0.190], [1.225, -1.180, 0.035], [3.256, 0.386, -0.108], [1.814, 0.120, -0.199], [-1.780, 0.953, -0.681], [0.747, 2.068, -0.151], [-0.785, -1.530, 0.684], [-2.466, -1.328, 0.125]],
  "mulliken_charge": [-0.420, -0.484, -0.277, -0.456, -0.478, 0.847, 0.393, 0.309, 0.308, 0.258],
  "e_homo_ev": [-9.7, -9.7],
  "orbital_gap_ev": [8.231, 8.226]
}

---

It is B that is the least stable of them.

---

## A
{
  "formula": "C3H4O2S",
  "method": "ωB97M-V/def2-TZVPD",
  "symbols": ["O", "C", "C", "S", "C", "O", "H", "H", "H", "H"],
  "xyz": [[-1.041, 1.740, 1.276], [-0.545, 0.807, 0.717], [-0.407, 0.712, -0.840], [-0.261, -1.026, -1.206], [0.644, -1.212, 0.385], [0.035, -0.285, 1.241], [-1.157, 1.234, -1.531], [0.562, 1.235, -1.039], [1.695, -0.983, 0.268], [0.475, -2.221, 0.729]],
  "mulliken_charge": [-0.507, 0.477, -0.365, -0.121, -0.300, -0.326, 0.333, 0.227, 0.280, 0.301],
  "e_homo_ev": -9.3,
  "orbital_gap_ev": 10.018,
  "smiles": "O=C1CSCO1"
}

---

## B
{
  "formula": "C3H4O2S",
  "method": "ωB97M-V/def2-TZVPD",
  "symbols": ["O", "C", "C", "S", "C", "O", "H", "H", "H", "H"],
  "xyz": [[0.255, -1.845, 1.578], [0.619, -0.846, 1.051], [-0.160, -0.395, -0.001], [-1.535, -1.269, -0.473], [0.392, 1.231, -0.680], [-0.253, 1.722, -1.710], [1.627, -0.489, 1.258], [-1.281, -2.369, 0.434], [1.088, 1.664, 0.074], [-0.752, 2.595, -1.530]],
  "mulliken_charge": [-0.539, -0.044, 0.290, -0.273, -0.205, -0.445, 0.341, 0.219, 0.311, 0.345],
  "e_homo_ev": [-7.9, -8.2],
  "orbital_gap_ev": [8.057, 7.575],
  "smiles": "O=C/C(S)=C/O"
}

---

It is B that is the least stable of them.

---

## A
{
  "formula": "C3H4O2S",
  "method": "ωB97M-V/def2-TZVPD",
  "symbols": ["C", "C", "C", "O", "O", "S", "H", "H", "H", "H"],
  "xyz": [[-0.516, -0.318, -1.166], [0.365, 1.774, 1.683], [0.118, -1.393, -1.542], [0.170, -0.942, 1.264], [1.276, 1.390, 2.323], [-0.492, 0.257, 0.687], [-1.437, 0.083, -1.557], [-0.198, 2.626, 1.823], [0.987, -1.545, -1.032], [-0.272, -1.932, -2.481]],
  "mulliken_charge": [-0.332, 0.014, -0.446, -0.568, -0.295, 0.375, 0.326, 0.378, 0.339, 0.209],
  "e_homo_ev": -8.5,
  "orbital_gap_ev": 8.311
}

---

## B
{
  "formula": "C3H4O2S",
  "method": "ωB97M-V/def2-TZVPD",
  "symbols": ["C", "C", "S", "C", "O", "O", "H", "H", "H", "H"],
  "xyz": [[-1.147, 2.408, -0.265], [-0.474, 1.525, -0.720], [0.745, 0.419, -1.293], [0.543, -1.020, -0.224], [2.010, 1.028, -1.040], [0.410, 0.035, -2.936], [-1.770, 3.174, 0.098], [-0.485, -1.357, -0.240], [1.210, -1.794, -0.589], [0.840, -0.697, 0.772]],
  "mulliken_charge": [0.366, -0.722, 0.959, -0.902, -0.535, -0.596, 0.410, 0.343, 0.330, 0.348],
  "e_homo_ev": -10.4,
  "orbital_gap_ev": 10.971,
  "smiles": "C#CS(C)(=O)=O"
}

---

It is B that is the least stable of them.